{"formula": "C114H95N19O38", "method": "ωB97M-V/def2-TZVPD", "elements": ["C", "C", "C", "C", "C", "C", "N", "O", "O", "H", "H", "H", "H", "H", "C", "C", "C", "C", "C", "C", "N", "O", "O", "H", "H", "H", "H", "H", "C", "C", "C", "C", "C", "C", "N", "O", "O", "H", "H", "H", "H", "H", "C", "C", "C", "C", "C", "C", "N", "O", "O", "H", "H", "H", "H", "H", "C", "C", "C", "C", "C", "C", "N", "O", "O", "H", "H", "H", "H", "H", "C", "C", "C", "C", "C", "C", "N", "O", "O", "H", "H", "H", "H", "H", "C", "C", "C", "C", "C", "C", "N", "O", "O", "H", "H", "H", "H", "H", "C", "C", "C", "C", "C", "C", "N", "O", "O", "H", "H", "H", "H", "H", "C", "C", "C", "C", "C", "C", "N", "O", "O", "H", "H", "H", "H", "H", "C", "C", "C", "C", "C", "C", "N", "O", "O", "H", "H", "H", "H", "H", "C", "C", "C", "C", "C", "C", "N", "O", "O", "H", "H", "H", "H", "H", "C", "C", "C", "C", "C", "C", "N", "O", "O", "H", "H", "H", "H", "H", "C", "C", "C", "C", "C", "C", "N", "O", "O", "H", "H", "H", "H", "H", "C", "C", "C", "C", "C", "C", "N", "O", "O", "H", "H", "H", "H", "H", "C", "C", "C", "C", "C", "C", "N", "O", "O", "H", "H", "H", "H", "H", "C", "C", "C", "C", "C", "C", "N", "O", "O", "H", "H", "H", "H", "H", "C", "C", "C", "C", "C", "C", "N", "O", "O", "H", "H", "H", "H", "H", "C", "C", "C", "C", "C", "C", "N", "O", "O", "H", "H", "H", "H", "H", "C", "C", "C", "C", "C", "C", "N", "O", "O", "H", "H", "H", "H", "H"], "positions_angstrom": [[-5.277, -2.012, -3.219], [-4.062, -1.339, -3.110], [-4.081, 0.024, -3.342], [-5.248, 0.691, -3.594], [-6.480, -0.008, -3.521], [-6.471, -1.379, -3.349], [-5.281, 2.108, -3.851], [-6.372, 2.630, -3.905], [-4.291, 2.769, -4.017], [-5.221, -3.078, -3.022], [-3.127, -1.863, -2.936], [-3.158, 0.532, -3.304], [-7.336, 0.590, -3.641], [-7.404, -1.879, -3.476], [6.035, -3.769, -2.793], [5.642, -2.444, -2.701], [6.392, -1.541, -1.949], [7.520, -2.021, -1.278], [7.964, -3.366, -1.366], [7.180, -4.231, -2.156], [8.349, -1.069, -0.489], [9.095, -1.464, 0.388], [8.270, 0.097, -0.776], [5.406, -4.531, -3.282], [4.747, -2.097, -3.241], [6.070, -0.486, -1.923], [8.814, -3.698, -0.786], [7.521, -5.205, -2.314], [-1.004, -6.776, -7.635], [-1.936, -7.353, -6.779], [-2.314, -6.698, -5.608], [-1.706, -5.443, -5.351], [-0.919, -4.792, -6.270], [-0.572, -5.445, -7.460], [-2.093, -4.702, -4.169], [-1.201, -3.993, -3.654], [-3.238, -4.745, -3.764], [-0.746, -7.279, -8.574], [-2.235, -8.372, -7.051], [-3.039, -7.194, -4.947], [-0.578, -3.751, -6.114], [-0.006, -4.934, -8.226], [-7.134, -4.214, -0.168], [-7.088, -4.238, 1.213], [-8.251, -4.243, 2.016], [-9.438, -4.176, 1.333], [-9.523, -4.090, -0.056], [-8.325, -4.111, -0.817], [-10.666, -4.132, 2.118], [-10.561, -4.289, 3.347], [-11.742, -3.904, 1.563], [-6.226, -4.079, -0.733], [-6.123, -4.120, 1.732], [-8.232, -4.187, 3.121], [-10.475, -3.889, -0.577], [-8.328, -4.047, -1.889], [-3.650, -0.380, 4.500], [-3.495, 0.040, 3.207], [-3.147, 1.353, 2.897], [-3.010, 2.224, 3.946], [-3.295, 1.878, 5.290], [-3.562, 0.554, 5.530], [-2.536, 3.551, 3.695], [-2.748, 3.975, 2.561], [-1.996, 4.198, 4.540], [-3.865, -1.385, 4.752], [-3.578, -0.690, 2.415], [-2.812, 1.720, 1.919], [-3.345, 2.599, 6.088], [-3.623, 0.335, 6.554], [0.527, 1.808, 3.859], [1.332, 1.606, 4.962], [2.457, 2.442, 5.119], [2.659, 3.514, 4.235], [1.767, 3.751, 3.161], [0.737, 2.845, 2.970], [3.771, 4.469, 4.447], [4.517, 4.145, 5.363], [3.893, 5.360, 3.655], [-0.344, 1.174, 3.732], [1.255, 0.798, 5.694], [3.051, 2.421, 6.028], [1.985, 4.542, 2.480], [0.063, 3.036, 2.145], [-7.891, -0.154, -0.217], [-8.872, 0.346, 0.672], [-8.701, 0.210, 2.067], [-7.549, -0.436, 2.518], [-6.526, -0.859, 1.630], [-6.699, -0.672, 0.238], [-7.374, -0.556, 3.992], [-6.536, -1.416, 4.358], [-8.153, 0.038, 4.705], [-8.022, -0.012, -1.265], [-9.755, 0.797, 0.233], [-9.400, 0.679, 2.779], [-5.641, -1.376, 2.016], [-5.917, -0.955, -0.472], [-0.581, -6.301, -0.446], [-1.762, -5.918, -1.102], [-2.593, -4.992, -0.497], [-2.190, -4.371, 0.699], [-0.947, -4.676, 1.294], [-0.153, -5.642, 0.691], [-3.085, -3.356, 1.243], [-2.717, -2.803, 2.249], [-4.120, -3.010, 0.696], [0.067, -7.049, -0.875], [-2.062, -6.412, -2.005], [-3.552, -4.638, -0.854], [-0.550, -4.263, 2.223], [0.777, -5.865, 1.198], [7.069, 3.082, -4.267], [7.004, 4.297, -4.961], [6.448, 5.395, -4.379], [5.890, 5.247, -3.136], [5.951, 4.077, -2.378], [6.558, 2.982, -2.976], [5.260, 6.429, -2.512], [4.822, 6.255, -1.371], [5.217, 7.455, -3.093], [7.451, 2.229, -4.780], [7.389, 4.432, -5.955], [6.348, 6.320, -4.953], [5.440, 4.059, -1.425], [6.640, 2.040, -2.442], [-1.744, 7.042, -1.798], [-1.318, 5.750, -1.660], [-1.078, 5.014, -2.791], [-1.323, 5.547, -4.027], [-1.754, 6.855, -4.193], [-1.984, 7.606, -3.090], [-1.095, 4.679, -5.189], [-0.594, 3.574, -5.020], [-1.293, 5.109, -6.305], [-1.972, 7.581, -0.877], [-1.256, 5.356, -0.659], [-0.838, 3.974, -2.716], [-2.019, 7.205, -5.183], [-2.411, 8.623, -3.175], [5.972, 0.050, 3.187], [6.703, -1.011, 2.709], [6.054, -1.982, 1.896], [4.738, -1.774, 1.572], [3.994, -0.767, 2.142], [4.608, 0.132, 2.997], [4.012, -2.848, 0.870], [4.652, -3.817, 0.501], [2.808, -2.706, 0.668], [6.412, 0.793, 3.834], [7.709, -1.122, 3.001], [6.590, -2.876, 1.575], [2.912, -0.872, 1.975], [4.024, 0.874, 3.560], [1.904, -4.537, 4.568], [1.744, -4.900, 5.908], [1.973, -3.951, 6.883], [2.474, -2.702, 6.492], [2.633, -2.372, 5.201], [2.305, -3.285, 4.206], [2.668, -1.647, 7.520], [2.552, -2.009, 8.670], [2.918, -0.477, 7.192], [1.724, -5.233, 3.763], [1.377, -5.873, 6.231], [1.681, -4.170, 7.892], [3.139, -1.433, 4.958], [2.392, -2.967, 3.166], [-6.888, 4.872, -0.569], [-5.855, 5.159, -1.424], [-4.742, 4.269, -1.478], [-4.689, 3.267, -0.503], [-5.731, 2.986, 0.385], [-6.874, 3.756, 0.276], [-3.532, 2.356, -0.552], [-3.640, 1.295, 0.024], [-2.610, 2.723, -1.219], [-7.747, 5.527, -0.519], [-5.913, 5.997, -2.087], [-3.919, 4.413, -2.145], [-5.678, 2.197, 1.159], [-7.631, 3.639, 1.027], [1.775, 9.392, 1.641], [1.054, 8.331, 2.179], [0.970, 7.166, 1.455], [1.688, 7.042, 0.267], [2.476, 8.053, -0.251], [2.536, 9.276, 0.451], [1.731, 5.730, -0.458], [1.975, 5.758, -1.666], [1.416, 4.762, 0.252], [1.817, 10.286, 2.297], [0.639, 8.477, 3.165], [0.395, 6.355, 1.897], [3.112, 7.896, -1.109], [3.147, 10.095, 0.060], [2.715, -4.575, -2.391], [2.620, -3.982, -3.660], [2.509, -4.759, -4.789], [2.455, -6.123, -4.663], [2.587, -6.778, -3.463], [2.767, -5.952, -2.336], [2.242, -6.922, -5.894], [2.319, -6.371, -7.019], [1.923, -8.071, -5.804], [2.705, -3.980, -1.456], [2.649, -2.890, -3.681], [2.405, -4.251, -5.741], [2.518, -7.842, -3.427], [2.946, -6.442, -1.387], [5.698, 3.034, 0.877], [5.207, 4.257, 1.195], [6.018, 5.381, 1.155], [7.346, 5.157, 0.715], [7.904, 3.907, 0.406], [7.062, 2.805, 0.535], [8.140, 6.382, 0.455], [7.718, 7.481, 0.825], [9.223, 6.202, -0.131], [5.044, 2.165, 0.918], [4.139, 4.388, 1.386], [5.707, 6.414, 1.385], [8.962, 3.819, 0.183], [7.357, 1.751, 0.313], [3.069, 2.107, -3.654], [3.468, 1.178, -4.564], [2.620, 0.126, -4.864], [1.401, 0.066, -4.268], [0.955, 1.033, -3.406], [1.761, 2.099, -3.088], [0.442, -0.995, -4.706], [0.813, -1.972, -5.329], [-0.713, -0.773, -4.507], [3.646, 3.004, -3.506], [4.454, 1.178, -5.010], [2.761, -0.504, -5.704], [-0.032, 0.885, -2.957], [1.493, 2.845, -2.365], [-0.488, -1.237, 7.218], [-0.657, -1.466, 5.908], [-1.116, -2.692, 5.446], [-1.460, -3.631, 6.408], [-1.113, -3.456, 7.786], [-0.667, -2.229, 8.224], [-2.155, -4.878, 6.000], [-2.035, -5.234, 4.825], [-2.913, -5.373, 6.857], [-0.167, -0.205, 7.454], [-0.451, -0.646, 5.204], [-1.347, -2.830, 4.400], [-1.389, -4.279, 8.452], [-0.547, -1.997, 9.253], [-1.331, -1.045, 0.016], [-0.516, -0.068, 0.684], [0.804, 0.120, 0.266], [1.294, -0.711, -0.738], [0.480, -1.575, -1.481], [-0.814, -1.750, -1.054], [2.683, -0.583, -1.189], [3.352, 0.242, -0.620], [3.107, -1.262, -2.127], [-2.381, -1.240, 0.285], [-0.866, 0.485, 1.589], [1.435, 0.911, 0.662], [0.928, -2.164, -2.255], [-1.450, -2.465, -1.594]], "forces_ev_per_angstrom": [[1.8, -1.7, 1.3], [-0.9, 0.2, -0.6], [0.8, -0.2, 0.1], [-1.4, -1.6, 0.7], [2.0, 0.7, -0.3], [-0.7, 1.5, -0.8], [-0.9, 1.2, -0.2], [-1.2, -0.1, 0.1], [1.8, -0.5, 0.0], [-0.3, -0.1, -0.4], [-0.2, 0.1, 0.0], [0.9, 0.8, -0.1], [-1.2, 0.3, -0.2], [-0.4, -0.6, 0.3], [-0.2, -0.9, 0.1], [-0.3, 0.2, -0.4], [0.0, 0.2, -0.1], [0.5, -0.9, 0.0], [-1.6, 0.9, -0.3], [0.5, 2.1, 0.7], [0.3, -0.4, 0.2], [-0.3, -0.8, -0.1], [-0.5, 1.0, -0.5], [0.4, 0.7, -0.1], [0.7, -0.2, 0.5], [0.4, -0.7, 0.2], [0.1, 0.1, -0.2], [0.3, -1.5, 0.0], [-0.1, 1.3, -1.0], [0.8, -0.4, 0.1], [0.3, 0.1, -0.1], [-1.4, -1.3, -0.4], [1.0, 0.8, -0.9], [-0.6, -0.9, 0.8], [1.5, 1.7, 1.0], [-1.4, -1.1, -0.6], [0.0, -0.3, 0.0], [0.0, 0.0, 0.5], [-0.3, 0.5, 0.5], [0.5, 0.6, -0.1], [-0.3, -0.8, 0.2], [0.1, -0.1, 0.1], [0.8, 0.5, 0.5], [0.2, 0.2, 1.8], [1.4, 0.2, -0.3], [-0.6, 0.0, -0.8], [0.4, 0.4, -1.1], [-2.0, -0.3, 0.7], [-1.5, 0.3, 1.7], [-0.1, 0.1, -1.8], [1.3, -0.3, 0.3], [0.3, -0.3, 0.0], [-0.5, -0.3, -0.4], [0.1, -0.2, -1.0], [0.5, -0.4, 0.6], [-0.3, 0.1, -0.3], [0.0, 1.0, 0.8], [0.2, -0.2, -1.2], [0.8, 0.2, 0.1], [-0.5, -0.4, 2.0], [0.3, 0.0, -1.6], [0.2, 0.6, -0.4], [-0.8, 0.8, -2.0], [0.2, 0.1, -0.2], [0.6, 0.3, 1.3], [-0.2, -0.9, -0.1], [0.0, 0.1, -0.1], [-0.6, -0.6, 0.5], [0.4, 0.2, 0.0], [-0.5, -0.9, 1.2], [-0.7, -0.6, 0.3], [1.8, 0.4, 0.0], [-0.5, 1.1, 0.2], [-1.7, -0.4, -0.5], [1.3, -1.0, 1.1], [0.1, 0.8, -0.2], [-0.2, -2.5, 0.6], [0.1, 1.2, -0.4], [0.4, 1.0, 0.1], [0.0, -0.1, -0.1], [-0.4, 0.2, -0.4], [0.1, -0.4, -0.3], [-0.2, 0.4, -0.3], [-0.1, -0.2, -0.1], [-0.6, 1.0, 1.0], [0.7, -0.8, 0.2], [-0.1, 0.6, -0.8], [0.8, 0.6, -0.9], [-0.6, -0.1, 0.2], [0.3, -0.5, 1.3], [0.5, -2.4, -0.4], [-1.3, 1.9, -0.2], [0.8, -0.1, 0.0], [-0.2, 0.0, -0.6], [0.0, 0.1, 0.3], [0.4, -0.6, -0.5], [-0.4, 0.4, -0.1], [-0.2, 0.0, 0.4], [0.0, 0.5, -0.7], [0.2, -0.3, 1.0], [0.2, 0.9, 1.0], [0.6, -1.0, -0.9], [-0.5, 0.2, 0.1], [-0.5, 0.2, 0.5], [0.1, 0.5, 0.4], [0.6, 0.1, 1.2], [0.0, -0.7, -0.8], [0.0, -0.2, -0.2], [-0.1, -0.1, -0.3], [0.1, -0.4, -0.5], [-0.6, 0.3, -0.3], [0.1, -0.2, -0.3], [-0.4, 0.9, -0.1], [0.5, -0.9, 0.0], [-0.7, 0.9, -0.5], [0.0, 0.1, 1.1], [-0.3, 0.5, -0.9], [0.1, -0.3, 0.0], [-0.2, -2.1, 2.1], [0.2, 0.3, -0.6], [-0.1, 1.9, -1.3], [0.4, -0.5, -0.1], [0.2, -0.4, -0.3], [0.1, -0.2, 0.5], [0.3, -0.1, 0.0], [-0.1, 0.1, 0.0], [-0.6, 1.2, -0.6], [-0.2, 0.6, 0.3], [-0.2, -1.1, -0.1], [0.2, -0.1, 0.0], [-0.4, -0.6, -1.3], [-0.3, 0.9, 2.2], [1.2, -0.7, -0.9], [-0.5, 0.3, 0.7], [-0.6, 0.7, 0.1], [0.0, 0.2, -0.4], [0.2, -0.4, 0.0], [0.3, -0.4, 0.0], [0.2, 0.0, 0.0], [0.4, -0.7, 0.1], [0.0, 0.3, 0.7], [-1.5, -0.9, -1.2], [1.6, 0.5, 0.6], [-0.1, -0.7, 0.5], [-1.1, -0.2, 0.2], [-1.0, 0.3, -0.3], [0.2, -0.1, -0.7], [-0.4, 0.3, 0.2], [0.5, -0.2, 0.2], [0.3, 0.0, 0.1], [1.1, -0.2, 0.0], [-0.2, 0.3, 0.0], [0.5, 0.7, 0.2], [0.2, -0.3, -0.5], [-0.3, -1.0, -0.3], [-0.1, 0.3, 0.0], [0.0, 0.2, -0.1], [-0.8, -0.2, 1.6], [1.1, 1.0, -1.6], [0.5, 0.9, -0.1], [0.4, 0.7, 0.1], [0.0, 0.1, 0.1], [-0.4, -1.6, -0.1], [-0.2, -0.3, 0.1], [0.1, 0.1, -0.4], [0.4, 0.1, 0.3], [-0.6, -0.1, 0.0], [0.0, -0.3, 0.2], [-0.7, -0.2, 0.4], [1.3, -1.6, -0.3], [-1.2, 0.8, 1.6], [-0.5, 0.0, -0.6], [-0.1, -0.3, 0.1], [1.0, 0.8, 0.5], [-1.7, 0.6, 0.1], [0.4, -0.6, 0.0], [1.6, -0.2, -0.4], [0.0, 0.1, -0.1], [0.1, 0.3, -0.3], [0.2, 0.0, -0.3], [0.2, 0.5, -0.8], [-0.5, -0.2, 0.0], [1.1, 0.8, 0.2], [0.5, 0.8, -0.7], [-0.2, -1.0, 0.4], [0.4, -0.3, -0.4], [0.2, 1.1, 0.7], [-1.0, -0.6, 0.5], [-1.0, 0.8, 0.3], [-0.3, -0.9, 2.0], [0.7, 0.4, -1.7], [0.2, -0.4, -0.9], [-0.4, -0.3, -0.1], [0.2, -0.1, -0.5], [-0.2, -0.1, -0.1], [-0.2, -0.3, 0.3], [-0.2, 0.2, -0.3], [0.1, 0.6, 1.3], [-0.1, 1.2, -0.4], [0.0, -0.6, -0.9], [0.1, 1.4, 0.5], [-0.2, -1.3, 0.2], [-0.3, 1.4, -2.6], [0.3, -0.1, 2.2], [-0.1, -1.2, 0.9], [0.3, -0.4, -0.8], [-0.2, -0.5, -0.4], [0.0, -0.4, -0.1], [0.1, -0.5, 0.2], [-0.2, 0.0, 0.1], [1.4, -1.9, -0.3], [-1.1, 1.3, 0.2], [1.7, 0.0, -0.6], [-1.1, 0.8, 0.2], [-0.5, -0.1, 0.7], [-1.0, -0.2, 0.0], [1.4, 0.4, -0.1], [0.5, -1.5, -0.5], [-1.5, 0.6, 0.8], [0.0, 0.1, -0.1], [0.4, -0.1, 0.1], [0.0, -0.8, -0.2], [-0.3, 0.1, -0.2], [0.1, 1.2, 0.3], [-1.5, 1.6, 0.5], [0.5, -1.0, -0.1], [-0.1, 0.3, -0.6], [-0.4, -0.6, -0.5], [-1.4, 0.0, 1.2], [1.7, -0.9, -0.5], [0.6, 0.5, -0.6], [1.0, -0.1, 0.0], [-1.7, 0.3, 0.7], [0.4, 0.0, 0.3], [-0.1, 0.4, -0.1], [0.7, -0.9, -0.4], [0.3, 0.4, -0.2], [-0.3, 0.3, 0.1], [0.7, 1.1, 2.5], [0.1, 0.1, -1.9], [-0.9, -0.4, 0.3], [1.2, 0.1, 0.7], [-1.5, -0.6, -0.8], [-0.3, 0.4, -2.1], [-1.1, 0.2, 0.2], [-0.2, 0.0, 1.6], [1.5, 0.3, -1.7], [-0.2, -0.7, 0.4], [-0.2, -0.6, 0.2], [0.0, -0.2, 0.0], [0.3, 0.4, -0.1], [0.3, 0.0, 0.7], [0.4, 1.1, 0.8], [-0.5, -0.8, 0.1], [-0.2, -0.3, 0.0], [-0.8, -0.3, -1.2], [1.0, 0.3, 1.4], [-0.9, -0.5, -0.6], [0.0, 0.1, -0.6], [0.7, 0.4, 0.4], [-0.8, 0.4, 1.0], [0.7, 0.5, 0.1], [0.1, -0.5, -1.1], [-0.1, -0.3, 0.2], [0.0, -0.2, -0.4], [0.3, 0.3, 0.3]], "e_homo_ev": -9.63, "relative_energy_kcal_mol": 0.00, "e_tot_ha": -8298.8719, "lumo_ev": -1.31, "multiplicity": 1}